Entry 1:
261
Properties=species:S:1:pos:R:3 method="wB97M-V/def2-TZVPD" lumo_ev=-2.937 total_charge=+2 homo_lumo_gap_ev=9.766 total_energy_ev=-244624.79860
C 19.564 19.600 15.892
N 20.542 20.414 16.759
C 20.157 21.855 16.755
C 20.476 19.881 18.163
C 21.946 20.322 16.297
C 22.178 20.609 14.842
O 22.039 21.977 14.400
H 20.101 18.721 15.490
H 19.222 20.268 15.060
H 18.742 19.274 16.530
H 19.157 22.101 17.165
H 20.350 22.196 15.721
H 20.893 22.414 17.327
H 21.277 20.333 18.761
H 20.700 18.796 18.140
H 19.494 19.975 18.591
H 22.216 19.307 16.471
H 22.511 20.967 16.939
H 21.674 19.919 14.135
H 23.230 20.295 14.753
H 22.674 22.145 13.719
C 19.119 23.251 13.649
N 18.192 23.554 12.518
C 17.160 22.513 12.475
C 17.592 24.903 12.852
C 18.921 23.634 11.134
C 20.327 24.169 11.343
O 20.377 25.363 12.001
H 18.549 23.064 14.566
H 19.811 24.066 13.831
H 19.789 22.458 13.256
H 16.667 22.566 13.400
H 17.587 21.520 12.219
H 16.421 22.667 11.670
H 16.875 25.111 12.039
H 18.443 25.624 12.860
H 17.007 24.960 13.778
H 18.293 24.321 10.604
H 18.918 22.633 10.645
H 20.747 24.268 10.341
H 20.920 23.460 11.984
H 21.286 25.514 12.295
C 16.225 16.567 13.081
N 16.196 16.942 14.514
C 16.204 18.462 14.581
C 15.018 16.308 15.229
C 17.390 16.430 15.258
C 18.779 16.642 14.643
O 19.649 16.281 15.692
H 16.968 17.176 12.554
H 15.225 16.759 12.715
H 16.410 15.484 12.988
H 16.892 18.950 13.902
H 16.459 18.795 15.612
H 15.228 18.790 14.290
H 15.001 15.214 14.902
H 14.060 16.702 15.000
H 15.189 16.411 16.328
H 17.170 15.361 15.450
H 17.331 16.900 16.224
H 18.976 17.630 14.266
H 18.916 15.900 13.787
H 20.543 16.672 15.609
C 21.223 25.491 15.913
C 21.942 26.158 17.114
N 23.422 26.472 16.965
C 23.641 27.663 16.049
C 24.001 26.858 18.366
C 23.211 27.908 19.097
C 24.179 25.320 16.289
C 25.741 25.254 16.351
O 26.344 26.505 16.114
C 27.780 26.375 16.224
H 21.350 25.927 14.857
H 20.150 25.321 16.265
H 21.470 24.418 15.753
H 21.872 25.466 17.946
H 21.475 27.095 17.387
H 23.231 27.370 15.034
H 24.735 27.750 16.081
H 23.098 28.581 16.435
H 25.062 27.188 18.162
H 23.942 25.947 18.947
H 23.678 28.157 20.046
H 22.214 27.486 19.422
H 23.073 28.883 18.624
H 23.979 25.588 15.247
H 23.780 24.397 16.549
H 26.121 24.534 15.600
H 25.963 24.840 17.328
H 28.182 27.327 15.879
H 28.129 25.547 15.606
H 28.101 26.040 17.217
C 16.545 22.180 22.825
C 16.361 22.899 21.523
N 17.725 23.148 20.760
C 18.138 21.900 20.106
C 17.478 24.179 19.695
C 18.666 24.568 18.855
C 18.802 23.593 21.658
C 18.687 25.029 22.135
O 17.574 25.239 23.018
C 17.469 26.523 23.590
H 15.780 21.465 23.005
H 16.635 22.915 23.690
H 17.413 21.515 22.825
H 15.863 23.892 21.581
H 15.773 22.326 20.749
H 17.479 21.616 19.325
H 18.107 21.085 20.816
H 19.170 21.934 19.776
H 17.008 25.045 20.219
H 16.694 23.800 19.104
H 19.238 23.719 18.517
H 19.454 25.122 19.458
H 18.337 25.180 18.034
H 19.765 23.342 21.238
H 18.681 22.977 22.574
H 18.661 25.762 21.354
H 19.652 25.240 22.649
H 18.447 26.842 23.925
H 16.788 26.492 24.419
H 16.978 27.275 22.925
C 22.524 11.609 19.688
C 22.472 13.135 19.771
N 22.307 13.953 18.444
C 22.400 15.383 18.750
C 23.473 13.611 17.426
C 24.904 13.767 17.917
C 20.964 13.639 17.726
C 19.734 13.874 18.549
O 19.689 12.935 19.642
C 18.528 13.105 20.489
H 21.555 11.187 19.447
H 22.741 11.289 20.716
H 23.201 11.308 18.912
H 23.398 13.627 20.037
H 21.664 13.424 20.457
H 23.376 15.660 19.177
H 21.488 15.651 19.308
H 22.319 15.846 17.749
H 23.286 14.157 16.538
H 23.282 12.608 17.181
H 25.187 13.091 18.735
H 25.143 14.803 18.214
H 25.665 13.600 17.101
H 21.172 12.593 17.425
H 20.911 14.265 16.856
H 18.868 13.760 17.916
H 19.655 14.944 18.829
H 18.779 13.773 21.382
H 18.302 12.082 20.817
H 17.725 13.549 19.890
C 9.119 16.203 19.788
C 10.647 16.124 19.717
N 11.326 17.392 20.120
C 10.876 17.723 21.535
C 12.864 17.240 20.082
C 13.361 15.978 20.738
C 10.843 18.593 19.352
C 10.916 18.602 17.812
O 12.214 18.616 17.359
C 12.885 19.863 17.709
H 8.658 16.148 20.773
H 8.688 15.481 19.119
H 8.862 17.171 19.305
H 10.869 15.868 18.676
H 11.162 15.407 20.342
H 11.145 16.904 22.279
H 9.838 17.945 21.529
H 11.472 18.583 21.817
H 13.257 18.093 20.557
H 13.207 17.192 19.019
H 12.846 15.775 21.712
H 14.429 16.097 20.804
H 13.248 15.120 20.092
H 11.427 19.421 19.786
H 9.879 18.887 19.713
H 10.386 19.534 17.472
H 10.387 17.724 17.374
H 12.213 20.673 17.423
H 13.805 19.976 17.121
H 13.136 19.879 18.751
C 26.990 18.462 12.529
C 25.737 19.376 12.416
N 25.039 19.387 11.035
C 24.451 18.060 10.555
C 23.883 20.366 11.231
C 23.238 20.647 9.909
C 25.996 19.852 10.027
C 26.465 21.318 10.080
O 27.157 21.629 11.321
C 27.816 22.845 11.328
H 27.745 18.623 11.813
H 26.626 17.416 12.480
H 27.466 18.630 13.495
H 25.937 20.392 12.548
H 24.932 19.136 13.122
H 23.611 18.097 9.893
H 24.218 17.458 11.461
H 25.297 17.507 10.159
H 24.260 21.161 11.807
H 23.256 19.773 11.910
H 23.736 21.368 9.269
H 22.303 21.119 10.043
H 22.944 19.742 9.372
H 25.516 19.805 9.026
H 26.862 19.181 9.961
H 25.625 21.974 9.905
H 27.174 21.413 9.266
H 28.843 22.612 11.682
H 27.311 23.460 12.039
H 27.962 23.307 10.363
C 23.953 22.855 21.077
F 24.286 21.530 21.122
F 23.605 23.224 22.301
F 24.968 23.590 20.634
S 22.496 23.025 19.956
O 22.061 24.398 20.037
O 23.066 22.610 18.690
O 21.589 22.017 20.497
C 14.999 23.602 15.872
F 13.688 23.574 16.117
F 15.182 23.672 14.530
F 15.614 24.757 16.285
S 15.934 22.183 16.568
O 17.294 22.613 16.496
O 15.394 22.128 17.888
O 15.551 21.116 15.745
C 24.393 25.331 10.966
F 24.645 26.612 11.303
F 23.519 25.226 10.001
F 25.568 24.811 10.607
S 23.971 24.563 12.555
O 25.154 24.628 13.385
O 22.891 25.407 13.106
O 23.488 23.257 12.131
C 17.747 17.634 19.929
F 17.309 17.079 21.110
F 18.665 18.596 20.299
F 18.427 16.728 19.292
S 16.393 18.217 18.805
O 15.552 19.024 19.689
O 17.189 19.122 17.940
O 15.915 16.897 18.344
C 24.997 17.497 15.935
F 26.043 17.588 15.123
F 25.473 16.743 16.947
F 24.697 18.758 16.306
S 23.504 16.748 15.138
O 23.866 15.388 14.928
O 22.495 16.870 16.210
O 23.323 17.668 14.019
C 20.418 17.867 11.393
F 21.461 18.043 12.269
F 20.873 17.873 10.090
F 20.042 16.570 11.612
S 19.081 19.112 11.631
O 19.631 20.245 10.906
O 17.852 18.463 11.169
O 19.123 19.291 13.145


Entry 2:
123
Properties=species:S:1:pos:R:3 method="wB97M-V/def2-TZVPD" smiles="CN(C)C(=O)C[SiH2]Br.O=S1(=O)CCCC1.O=S1(=O)CCCC1.O=S1(=O)CCCC1.O=S1(=O)CCCC1.O=S1(=O)CCCC1.O=S1(=O)CCCC1.O=S1(=O)CCCC1" lumo_ev=0.472 homo_lumo_gap_ev=9.486 total_energy_ev=-220223.64082
C -0.648 5.189 -0.848
N -0.436 3.835 -1.344
C -1.413 2.862 -0.868
C -0.076 3.663 -2.666
O -0.225 2.598 -3.243
C 0.526 4.835 -3.414
Si 2.357 4.701 -3.815
Br 3.266 2.847 -3.032
H -1.402 5.736 -1.423
H 0.272 5.765 -0.870
H -0.977 5.122 0.188
H -2.412 3.063 -1.276
H -1.453 2.890 0.219
H -1.108 1.869 -1.168
H 0.375 5.811 -2.958
H 0.023 4.827 -4.384
H 3.102 5.818 -3.217
H 2.555 4.701 -5.275
O -0.869 -0.055 0.268
S -0.722 -1.320 -0.420
O -1.923 -2.045 -0.769
C 0.319 -1.073 -1.856
C 1.728 -1.319 -1.327
C 1.629 -2.552 -0.422
C 0.421 -2.354 0.497
H 0.132 -0.071 -2.241
H 0.023 -1.822 -2.591
H 2.436 -1.483 -2.137
H 2.059 -0.449 -0.755
H 1.499 -3.440 -1.041
H 2.537 -2.697 0.162
H -0.093 -3.275 0.761
H 0.675 -1.812 1.404
O 3.599 -4.054 -2.398
S 4.423 -5.191 -2.056
O 5.391 -5.054 -0.997
C 3.375 -6.612 -1.783
C 3.249 -7.257 -3.155
C 4.659 -7.230 -3.758
C 5.211 -5.815 -3.554
H 2.440 -6.273 -1.344
H 3.891 -7.265 -1.082
H 2.869 -8.274 -3.065
H 2.557 -6.684 -3.777
H 5.284 -7.956 -3.236
H 4.654 -7.494 -4.814
H 6.286 -5.773 -3.397
H 4.926 -5.134 -4.354
O -0.583 8.267 -0.855
S 0.761 8.741 -1.096
O 1.639 7.950 -1.921
C 0.661 10.447 -1.626
C 0.690 11.233 -0.319
C 1.782 10.581 0.539
C 1.548 9.069 0.492
H -0.250 10.557 -2.209
H 1.535 10.645 -2.246
H 0.894 12.287 -0.503
H -0.279 11.160 0.178
H 2.764 10.818 0.126
H 1.758 10.943 1.566
H 2.455 8.471 0.537
H 0.841 8.735 1.251
O -8.302 -1.907 1.416
S -7.477 -2.884 0.746
O -7.767 -4.286 0.911
C -7.390 -2.459 -0.994
C -6.193 -1.521 -1.083
C -5.097 -2.147 -0.211
C -5.748 -2.540 1.118
H -8.346 -2.022 -1.273
H -7.224 -3.387 -1.540
H -5.862 -1.396 -2.114
H -6.468 -0.536 -0.698
H -4.693 -3.031 -0.706
H -4.260 -1.471 -0.055
H -5.326 -3.432 1.574
H -5.752 -1.723 1.838
O -4.222 9.804 0.675
S -4.089 8.480 1.233
O -3.359 8.303 2.463
C -5.720 7.743 1.359
C -5.915 7.046 0.017
C -4.582 6.349 -0.290
C -3.467 7.366 -0.036
H -6.428 8.540 1.573
H -5.687 7.035 2.186
H -6.744 6.341 0.054
H -6.139 7.787 -0.753
H -4.459 5.489 0.371
H -4.545 5.981 -1.315
H -2.547 6.933 0.341
H -3.245 7.981 -0.905
O 4.472 -10.415 -1.497
S 3.741 -10.280 -0.260
O 2.783 -9.211 -0.132
C 2.986 -11.848 0.164
C 4.041 -12.550 1.011
C 4.601 -11.481 1.958
C 4.908 -10.241 1.113
H 2.727 -12.354 -0.764
H 2.086 -11.619 0.734
H 3.613 -13.391 1.555
H 4.834 -12.937 0.367
H 3.855 -11.236 2.716
H 5.495 -11.827 2.474
H 4.764 -9.298 1.635
H 5.901 -10.272 0.669
O -0.174 -2.929 5.240
S 0.848 -2.063 4.709
O 1.625 -2.492 3.573
C 0.140 -0.446 4.400
C 0.335 0.297 5.716
C 1.759 -0.037 6.181
C 1.937 -1.553 6.053
H -0.895 -0.590 4.098
H 0.706 0.005 3.585
H 0.192 1.369 5.588
H -0.394 -0.053 6.450
H 2.481 0.475 5.542
H 1.937 0.288 7.205
H 2.946 -1.863 5.793
H 1.598 -2.090 6.937


Entry 3:
9
Properties=species:S:1:pos:R:3 method="wB97M-V/def2-TZVPD" smiles="O=S1(=O)C[C@@H]1Cl" e_above_lowest_kj_mol=237.4 lumo_ev=0.300 homo_lumo_gap_ev=10.088 total_energy_ev=-29572.25379
O 1.771 -1.202 0.828
S 1.160 -0.150 0.028
O 1.958 0.634 -0.831
C -0.536 -0.600 -0.500
C -0.583 0.527 0.569
Cl -1.024 2.091 0.121
H -1.028 -1.463 -0.335
H -0.867 -0.177 -1.432
H -0.851 0.339 1.551


Entry 4:
19
Properties=species:S:1:pos:R:3 method="wB97M-V/def2-TZVPD" e_above_lowest_kj_mol=249.0 lumo_ev=-3.658 total_charge=+1 homo_lumo_gap_ev=8.490 total_energy_ev=-8908.04824
C 1.503 -0.059 1.296
O 1.697 -0.191 -0.234
C 0.065 0.158 1.651
C -1.060 -0.709 1.061
C -1.315 -0.551 -0.394
C -1.019 0.613 -0.981
N -0.446 0.693 -2.283
H 1.910 -1.024 1.653
H 2.156 0.761 1.398
H 2.544 -0.590 -0.491
H -0.037 0.181 2.771
H -0.166 1.238 1.649
H -0.926 -1.746 1.371
H -1.986 -0.467 1.639
H -1.683 -1.403 -0.938
H -0.991 1.580 -0.493
H -0.755 1.509 -2.825
H -0.521 -0.108 -2.884
H 1.276 0.350 -0.973


Entry 5:
16
Properties=species:S:1:pos:R:3 method="wB97M-V/def2-TZVPD" smiles="CC[P@@](C)(N)=O" e_above_lowest_kj_mol=0.0 lumo_ev=0.714 homo_lumo_gap_ev=10.488 total_energy_ev=-16100.50667
C 1.496 1.246 0.933
C 0.445 1.135 -0.065
P -0.816 -0.176 0.335
C -1.505 -1.034 -1.173
N -0.041 -1.446 1.072
O -1.826 0.397 1.241
H 1.140 1.599 1.971
H 2.024 0.306 0.943
H 2.219 2.027 0.884
H 0.892 1.049 -1.078
H -0.219 2.014 -0.085
H -0.717 -1.646 -1.585
H -2.240 -1.703 -0.653
H -1.976 -0.291 -1.883
H -0.648 -2.146 1.499
H 0.501 -2.023 0.359